Record 1
ORCA calculation (ωB97M-V/def2-TZVPD) on a structure of composition C65H69CaFN6O2P2Si2.

Results
LUMO, eV: 3.8
M, u: 1143.50
Orbital gap, eV: 6.05
Charge: -2
Total energy, hartree: -5036.87975

Atoms and positions in Å:
Ca (-0.2266, 0.6244, -0.1407)
O (-3.9621, 6.1991, 2.9449)
C (-3.2917, 6.3395, 1.9052)
O (-3.0716, 7.3462, 1.2067)
C (-2.6249, 5.0368, 1.3879)
C (-2.8452, 3.8255, 2.0219)
C (-2.2558, 2.6744, 1.5213)
N (-1.4691, 2.6934, 0.4368)
C (-1.2575, 3.8585, -0.1871)
C (-1.8156, 5.0462, 0.2646)
C (-0.4330, 3.7887, -1.4303)
C (-0.2321, 4.8952, -2.2502)
C (0.4911, 4.7352, -3.4178)
C (0.9925, 3.4847, -3.7418)
C (0.7549, 2.4374, -2.8678)
N (0.0641, 2.5915, -1.7421)
C (-2.5070, 1.3339, 2.1268)
C (-3.4488, 1.1519, 3.1337)
C (-3.6930, -0.1259, 3.6017)
C (-3.0072, -1.1931, 3.0463)
C (-2.0793, -0.9291, 2.0537)
N (-1.8226, 0.3035, 1.6168)
H (-3.4824, 3.8378, 2.8944)
H (-1.6588, 5.9991, -0.2194)
H (-0.6430, 5.8587, -1.9883)
H (0.6508, 5.5808, -4.0757)
H (1.5526, 3.3175, -4.6517)
H (1.0950, 1.4247, -3.0642)
H (-4.0023, 1.9902, 3.5283)
H (-4.4255, -0.2850, 4.3835)
H (-3.1816, -2.2105, 3.3687)
H (-1.5110, -1.7155, 1.5712)
C (-4.9962, 0.7707, -0.2545)
Si (-4.4819, -0.6660, -1.3608)
C (-5.3286, -0.3135, -3.0285)
C (-5.3533, -2.1590, -0.5886)
N (-2.8200, -0.9638, -1.3986)
P (-1.7198, -0.9107, -2.5429)
C (-0.0756, -0.7473, -2.1702)
P (0.6590, -1.9888, -1.2670)
N (0.4935, -1.9169, 0.3367)
Si (1.0363, -3.0535, 1.4880)
C (-0.0749, -4.5803, 1.6294)
C (2.7625, -3.7750, 1.2328)
C (0.9625, -2.2186, 3.1766)
C (0.3038, -3.7192, -1.7847)
C (-1.0020, -4.1634, -1.5593)
C (-1.3884, -5.4457, -1.9072)
C (-0.4665, -6.3218, -2.4679)
C (0.8412, -5.9062, -2.6637)
C (1.2236, -4.6133, -2.3225)
C (2.4430, -1.7348, -1.6843)
C (3.2806, -1.1511, -0.7400)
C (4.5783, -0.7740, -1.0660)
C (5.0630, -0.9952, -2.3450)
C (4.2333, -1.5676, -3.3042)
C (2.9319, -1.9145, -2.9787)
C (-2.0729, 0.5370, -3.6496)
C (-2.5757, 1.6970, -3.0647)
C (-2.7853, 2.8508, -3.8062)
C (-2.4935, 2.8621, -5.1626)
C (-1.9956, 1.7129, -5.7626)
C (-1.7873, 0.5633, -5.0122)
C (-2.0228, -2.2867, -3.7493)
C (-1.0027, -2.7208, -4.5934)
C (-1.2101, -3.7567, -5.4921)
C (-2.4525, -4.3746, -5.5666)
C (-3.4767, -3.9529, -4.7311)
C (-3.2574, -2.9208, -3.8282)
H (-6.0312, 1.0522, -0.4725)
H (-4.3793, 1.6622, -0.3895)
H (-4.9458, 0.4866, 0.7966)
H (-6.2761, -0.8553, -3.1058)
H (-4.7100, -0.5912, -3.8854)
H (-5.5418, 0.7541, -3.1222)
H (-6.4420, -2.0460, -0.6126)
H (-5.0465, -2.2482, 0.4576)
H (-5.0951, -3.0962, -1.0890)
H (0.1147, -5.3049, 0.8345)
H (-1.1327, -4.3041, 1.5773)
H (0.0983, -5.0730, 2.5918)
H (2.8060, -4.3362, 0.2952)
H (3.0056, -4.4600, 2.0506)
H (3.5394, -3.0063, 1.1902)
H (-0.0398, -2.3093, 3.6056)
H (1.1988, -1.1521, 3.1064)
H (1.6602, -2.6773, 3.8826)
H (-1.7181, -3.4818, -1.1087)
H (-2.4107, -5.7645, -1.7421)
H (-0.7662, -7.3260, -2.7441)
H (1.5710, -6.5888, -3.0841)
H (2.2527, -4.3104, -2.4661)
H (2.8974, -0.9673, 0.2567)
H (5.2029, -0.2964, -0.3201)
H (6.0765, -0.7095, -2.6013)
H (4.5978, -1.7244, -4.3132)
H (2.2736, -2.3046, -3.7470)
H (-2.8111, 1.6923, -2.0053)
H (-3.1729, 3.7406, -3.3233)
H (-2.6556, 3.7590, -5.7489)
H (-1.7669, 1.7106, -6.8225)
H (-1.4004, -0.3238, -5.4979)
H (-0.0326, -2.2442, -4.5080)
H (-0.3975, -4.0942, -6.1251)
H (-2.6168, -5.1873, -6.2647)
H (-4.4451, -4.4389, -4.7701)
H (-4.0511, -2.6237, -3.1521)
C (-0.8026, 1.3580, 5.5209)
C (0.2552, 1.7072, 4.4778)
C (0.5009, 3.2200, 4.4877)
C (1.5548, 0.9419, 4.6441)
C (1.9143, 0.3903, 5.8680)
C (3.1189, -0.2790, 6.0350)
C (3.9689, -0.4106, 4.9491)
C (3.6431, 0.1160, 3.7043)
C (4.6004, -0.0917, 2.5350)
C (5.8899, 0.7213, 2.6905)
C (4.9493, -1.5723, 2.3343)
C (2.4241, 0.8172, 3.5365)
N (2.0528, 1.2881, 2.2791)
C (2.7174, 2.3307, 1.7576)
C (3.4938, 3.3238, 2.4257)
C (4.0841, 4.3808, 1.7509)
C (3.9819, 4.5194, 0.3677)
C (3.2748, 3.5393, -0.3307)
C (2.6957, 2.5176, 0.3684)
F (2.0681, 1.5093, -0.3101)
H (-1.7422, 1.8567, 5.2737)
H (-0.5110, 1.7086, 6.5143)
H (-0.9812, 0.2813, 5.5738)
H (-0.1274, 1.4488, 3.4861)
H (1.0010, 3.5148, 5.4152)
H (-0.4438, 3.7647, 4.4219)
H (1.1260, 3.5231, 3.6501)
H (1.2455, 0.4833, 6.7145)
H (3.3830, -0.7032, 6.9969)
H (4.9055, -0.9448, 5.0713)
H (4.0824, 0.2491, 1.6358)
H (6.3967, 0.4548, 3.6234)
H (5.6854, 1.7889, 2.7032)
H (6.5740, 0.5153, 1.8620)
H (5.5520, -1.9564, 3.1609)
H (5.5253, -1.7063, 1.4144)
H (4.0450, -2.1806, 2.2628)
H (3.5988, 3.2426, 3.5000)
H (4.6386, 5.1195, 2.3208)
H (4.4422, 5.3476, -0.1543)
H (3.1828, 3.5564, -1.4101)

Forces on the atoms, in the same order (eV/Å):
0.69 -0.13 0.35
0.00 0.01 -0.02
0.01 -0.01 0.01
-0.01 0.00 0.01
-0.03 0.03 0.02
0.03 0.02 0.02
0.02 0.05 0.01
-0.13 0.08 0.14
0.00 -0.02 0.00
0.00 -0.01 -0.01
0.04 0.03 0.01
0.03 0.03 0.01
0.00 -0.01 -0.02
0.02 0.03 0.02
-0.01 -0.04 -0.05
-0.19 0.05 0.03
-0.06 -0.01 -0.01
-0.01 0.01 -0.02
0.02 -0.03 -0.02
-0.05 0.02 0.04
0.01 -0.01 -0.03
-0.43 -0.02 0.35
0.02 0.01 0.00
-0.01 -0.01 -0.01
0.01 0.00 0.00
0.00 0.00 0.00
-0.01 -0.01 -0.01
-0.01 -0.02 0.01
0.02 0.02 0.00
0.00 0.00 0.00
0.02 -0.01 -0.01
0.00 0.02 -0.02
0.03 0.03 -0.01
-0.01 -0.18 0.13
0.11 0.02 -0.09
-0.05 0.01 -0.02
-0.05 0.31 0.04
0.36 0.19 -0.54
-0.49 -0.99 0.11
0.40 0.35 -0.31
0.11 0.25 -0.56
-0.18 0.16 0.36
-0.05 0.02 -0.04
0.01 0.08 -0.36
0.02 -0.03 -0.11
-0.03 -0.01 0.13
0.01 0.04 0.00
0.00 0.01 -0.04
0.01 -0.01 0.00
-0.01 0.00 0.00
0.02 -0.01 0.03
-0.02 -0.03 0.09
-0.01 -0.13 -0.01
0.01 0.01 -0.08
-0.01 0.00 0.01
0.00 -0.01 -0.01
-0.01 0.04 -0.03
-0.02 0.06 0.14
-0.07 -0.08 -0.02
0.01 0.01 -0.01
0.00 0.00 -0.01
0.01 0.00 0.00
0.02 0.00 -0.02
-0.01 0.05 -0.01
0.00 -0.02 0.00
-0.02 -0.02 0.00
0.01 0.01 0.00
0.01 -0.03 0.01
-0.03 -0.04 0.07
-0.01 -0.01 0.02
0.01 0.02 -0.02
0.04 0.00 0.11
-0.02 0.01 0.01
-0.06 0.02 0.03
-0.01 0.01 -0.01
0.00 0.00 0.02
0.02 -0.03 0.00
0.00 0.01 -0.02
-0.01 -0.01 -0.02
0.00 -0.01 0.02
0.02 0.00 0.00
-0.05 -0.06 -0.03
-0.01 -0.01 0.03
-0.54 -0.74 -0.47
-0.03 0.01 0.01
-0.05 -0.26 -0.04
0.02 0.04 0.05
-0.02 -0.01 0.01
-0.01 0.01 0.00
0.00 0.00 0.00
0.00 0.00 0.01
0.00 0.01 -0.01
-0.03 0.04 0.01
-0.01 0.02 -0.03
0.00 0.01 -0.01
0.00 0.00 0.00
0.00 -0.01 0.00
0.01 0.04 0.03
0.00 0.00 0.01
0.00 0.01 0.00
0.00 0.00 0.00
0.01 0.00 0.00
0.00 0.01 0.00
0.00 0.00 0.00
0.00 -0.01 0.01
0.00 0.00 0.00
0.08 -0.06 -0.09
0.00 0.00 -0.03
0.05 0.02 0.00
0.00 -0.05 -0.05
0.00 0.08 0.06
0.00 0.00 -0.03
-0.05 0.00 -0.04
-0.01 0.05 -0.02
0.18 0.06 -0.07
0.05 -0.12 0.08
-0.08 -0.03 0.02
-0.12 0.24 0.28
0.22 0.28 -0.05
-0.16 0.07 0.00
0.20 0.01 0.51
-0.14 -0.17 0.06
0.00 0.01 -0.16
0.02 -0.04 0.19
-0.04 0.00 -0.10
0.02 0.05 -0.12
-0.15 -0.16 -0.56
0.01 -0.04 -0.01
0.02 -0.02 0.03
-0.02 0.01 -0.01
-0.03 -0.05 0.02
-0.01 0.01 0.01
-0.03 0.02 -0.02
0.04 0.00 -0.01
-0.02 0.00 0.00
0.00 0.00 0.00
0.02 -0.01 -0.01
0.02 0.04 0.09
0.02 -0.01 -0.02
-0.02 0.09 0.02
0.01 0.00 -0.01
0.02 0.00 0.06
-0.02 -0.05 0.03
0.56 0.57 0.52
0.02 0.01 0.07
-0.01 -0.02 0.00
-0.01 0.00 0.01
-0.01 -0.01 -0.02

---

Record 2
ORCA calculation (ωB97M-V/def2-TZVPD) on an isolated molecule of C11H11BrFN.

Results
SMILES: Fc1cc(Br)cc(C2=NCCCC2)c1
LUMO, eV: 0.2
M, u: 256.12
Orbital gap, eV: 9.22
Charge: 0
Total energy, hartree: -3154.34114

Atoms and positions in Å:
F (-3.4020, 0.0935, -3.1614)
C (-2.6328, 0.6122, -2.1828)
C (-2.6124, 1.9556, -2.0816)
C (-1.7500, 2.6258, -1.1720)
Br (-1.5794, 4.5197, -1.2735)
C (-0.8988, 1.8227, -0.4110)
C (-0.9444, 0.4133, -0.3695)
C (-0.0606, -0.3693, 0.5385)
N (-0.0245, -1.6414, 0.3570)
C (1.0101, -2.5417, 0.8565)
C (2.3431, -1.7338, 0.7082)
C (2.1830, -0.3493, 1.4445)
C (0.8116, 0.2339, 1.6471)
C (-1.7594, -0.1104, -1.3545)
H (-3.2272, 2.5195, -2.6537)
H (0.0090, 2.2070, 0.0951)
H (1.0862, -3.3902, 0.1891)
H (0.7692, -2.7678, 1.8521)
H (2.5175, -1.5027, -0.3636)
H (3.1948, -2.2436, 1.0872)
H (2.8777, 0.2542, 0.9290)
H (2.6522, -0.5141, 2.4210)
H (0.4556, -0.1780, 2.6364)
H (0.8511, 1.2694, 1.7461)
H (-1.8695, -1.1846, -1.4841)

Forces on the atoms, in the same order (eV/Å):
0.33 -0.57 0.64
1.64 0.17 0.84
1.47 1.24 2.24
0.40 -1.96 -0.70
-0.04 -0.54 0.18
1.50 0.75 1.00
-0.87 1.75 -1.11
0.18 -1.65 0.49
-0.55 0.69 -1.46
1.02 2.58 -1.59
-2.00 1.27 -0.03
1.90 -2.11 0.82
-0.81 -2.65 -0.04
-1.75 -2.66 -0.68
-1.85 1.66 -1.86
-1.12 0.52 -0.04
-0.50 -0.45 0.26
0.06 -0.80 1.57
-0.26 -0.48 0.48
0.71 -0.52 0.35
0.46 1.38 -0.59
-0.12 0.24 0.08
-0.08 0.47 -1.06
-0.13 1.76 -0.05
0.42 -0.08 0.26